This record from the OMol25 dataset describes a cluster of 2 separate species, C7H14O in total. The level of theory is ωB97M-V/def2-TZVPD.

Results
gap between HOMO and LUMO	9.7	eV
largest force on an atom	0.68	eV/Å
ΔE to the lowest compared entry with this formula, charge and spin	164.30	kJ/mol
M	114.2	Da
LUMO	0.9	eV

Positions of all 22 atoms, in Å:
1 H -0.93 -0.05 0.33
2 C 0.63 0.67 -2.63
3 H 1.17 0.69 2.43
4 H 1.89 -0.06 -4.09
5 H 1.67 0.16 -0.77
6 H -2.34 -2.24 3.25
7 O -0.64 1.02 -2.23
8 H 2.67 0.81 -2.05
9 C 0.87 0.15 -3.82
10 C -2.09 -1.30 2.76
11 H -0.57 1.66 -1.52
12 C 0.47 0.81 1.60
13 H 0.63 1.67 0.97
14 H -2.15 -0.46 3.45
15 C 1.69 0.88 -1.59
16 C -0.72 -1.35 2.09
17 H 0.06 -0.03 -4.51
18 H -2.87 -1.11 2.02
19 H -0.68 -2.20 1.40
20 C -0.43 -0.11 1.30
21 H 1.57 1.89 -1.20
22 H 0.07 -1.51 2.82